# 1
This record from the OMol25 dataset describes a structure of composition C13H27NSi2Sn in a non-equilibrium geometry. The level of theory is the ωB97M-V functional and the def2-TZVPD basis.

Calculated values
HOMO, eV: -16.307
Total charge: +2
Gap between HOMO and LUMO, eV: 5.22
Molecular weight, g mol⁻¹: 372.2
Largest force on an atom, eV/Å: 3.5
E_tot, Eh: -1358.901447
2S+1: 1

Cartesian coordinates (Å):
Sn: -0.221 -0.209 -0.510
C: 1.553 0.274 -1.748
H: 2.542 0.362 -1.292
H: 1.570 -0.576 -2.446
H: 1.340 1.175 -2.336
H: -3.038 -0.917 -0.118
H: -2.999 -0.539 -0.747
C: -2.978 0.480 2.380
Si: -1.347 -0.138 3.049
C: -1.296 0.644 4.745
C: -1.409 -1.995 3.208
C: 0.110 0.325 1.891
C: 0.176 1.769 1.512
C: 0.376 2.857 2.393
C: 0.500 4.131 1.842
C: 0.497 4.286 0.452
C: 0.301 3.173 -0.363
N: 0.033 1.975 0.179
Si: 1.799 -0.398 2.451
C: 2.169 -0.047 4.251
C: 1.844 -2.244 2.182
C: 3.171 0.356 1.452
H: -3.750 0.121 3.085
H: -3.239 0.133 1.376
H: -3.005 1.580 2.372
H: -2.188 0.322 5.307
H: -0.412 0.353 5.316
H: -1.329 1.740 4.677
H: -1.214 -2.504 2.258
H: -0.689 -2.348 3.954
H: -2.412 -2.282 3.552
H: 0.442 2.647 3.464
H: 0.617 4.987 2.506
H: 0.625 5.254 -0.017
H: 0.343 3.217 -1.451
H: 1.442 -0.495 4.939
H: 3.159 -0.471 4.484
H: 2.218 1.032 4.447
H: 1.461 -2.544 1.201
H: 2.898 -2.551 2.244
H: 1.290 -2.786 2.957
H: 3.036 0.328 0.368
H: 3.338 1.399 1.750
H: 4.071 -0.226 1.702

# 2
This record from the OMol25 dataset describes an isolated molecule of C5H12N2O in a non-equilibrium geometry. The level of theory is the ωB97M-V functional and the def2-TZVPD basis.

Calculated values
HOMO, eV: -8.962
Total charge: 0
Gap between HOMO and LUMO, eV: 9.87
Molecular weight, g mol⁻¹: 116.2
Largest force on an atom, eV/Å: 2.8
Energy above the lowest of the compared OMol25 structures with the same formula, charge and spin, kcal/mol: 54.7
E_tot, Eh: -382.415288
2S+1: 1

Cartesian coordinates (Å):
O: 0.591 1.023 -2.180
C: 0.123 0.463 -1.211
N: -1.113 0.725 -0.605
C: -1.643 2.022 -0.991
C: -1.156 0.459 0.850
C: 0.754 -0.853 -0.824
N: 1.559 -0.757 0.403
C: 1.467 -1.761 1.471
H: -2.525 1.787 -1.599
H: -1.952 2.705 -0.183
H: -1.102 2.698 -1.646
H: -0.226 0.784 1.361
H: -1.184 -0.616 0.939
H: -1.936 1.031 1.312
H: 1.384 -1.270 -1.669
H: 0.065 -1.706 -0.864
H: 2.524 -0.785 0.113
H: 1.552 -2.804 1.099
H: 0.556 -1.639 2.061
H: 2.263 -1.506 2.164

# 3
This record from the OMol25 dataset describes a structure of composition CHBrINO2 in a non-equilibrium geometry. The level of theory is the ωB97M-V functional and the def2-TZVPD basis.

Calculated values
HOMO (spin up / spin down), eV: -9.751 / -10.120
Total charge: 0
Gap between HOMO and LUMO (spin up / spin down), eV: 8.02 / 7.93
Molecular weight, g mol⁻¹: 265.8
Largest force on an atom, eV/Å: 3.7
Energy above the lowest of the compared OMol25 structures with the same formula, charge and spin, kcal/mol: 76.9
E_tot, Eh: -3115.400955
2S+1: 1

Cartesian coordinates (Å):
C: -0.375 0.181 -0.284
N: 0.605 -0.594 0.441
O: 0.313 -0.909 1.564
O: 1.629 -0.849 -0.144
Br: -2.104 -0.007 0.389
I: -0.089 0.192 -2.345
H: 0.021 1.986 0.379

# 4
This record from the OMol25 dataset describes the ion C5H8NO2 with charge -1 in a non-equilibrium geometry. The level of theory is the ωB97M-V functional and the def2-TZVPD basis.

Calculated values
HOMO, eV: -1.854
Total charge: -1
Gap between HOMO and LUMO, eV: 5.89
Molecular weight, g mol⁻¹: 114.1
Largest force on an atom, eV/Å: 4.8
Energy above the lowest of the compared OMol25 structures with the same formula, charge and spin, kcal/mol: 102.9
E_tot, Eh: -400.450691
2S+1: 1

Cartesian coordinates (Å):
C: 0.602 -1.200 0.101
C: 1.685 -0.332 0.261
C: -0.613 -0.868 -0.553
C: -1.214 0.301 0.323
C: -2.474 0.881 -0.201
N: 1.803 0.857 -0.218
O: 3.147 1.324 -0.115
O: -3.612 0.484 0.100
H: 0.570 -1.923 0.939
H: 2.584 -0.583 0.833
H: -0.472 -0.455 -1.580
H: -1.419 -1.583 -0.549
H: -1.395 -0.314 1.200
H: -0.442 1.032 0.393
H: -2.475 1.728 -0.944
H: 3.727 0.650 0.010

# 5
This record from the OMol25 dataset describes the ion C4H11OSi with charge +1 in a non-equilibrium geometry. The level of theory is the ωB97M-V functional and the def2-TZVPD basis.

Calculated values
HOMO (spin up / spin down), eV: -13.008 / -15.352
Total charge: +1
Gap between HOMO and LUMO (spin up / spin down), eV: 10.04 / 6.21
Molecular weight, g mol⁻¹: 103.2
⟨S²⟩: 2.01
Largest force on an atom, eV/Å: 5.5
Energy above the lowest of the compared OMol25 structures with the same formula, charge and spin, kcal/mol: 0.0
E_tot, Eh: -523.322486
2S+1: 3

Cartesian coordinates (Å):
C: 1.633 -1.391 1.583
C: -1.469 0.522 1.263
C: -0.780 -0.982 -1.451
C: 0.857 1.602 -1.037
O: 1.179 -0.596 0.358
Si: -0.143 0.283 -0.094
H: 2.380 -2.069 1.359
H: 0.860 -1.218 2.399
H: -1.170 0.173 2.231
H: -1.614 1.675 1.314
H: -2.245 -0.129 0.846
H: -0.339 -0.502 -2.392
H: -0.592 -2.004 -1.315
H: -1.898 -0.804 -1.436
H: 0.398 2.121 -1.834
H: 1.291 2.213 -0.253
H: 1.652 1.107 -1.542

# 6
This record from the OMol25 dataset describes a structure of composition C18H21Cl3N2O8S6Sc. The level of theory is the ωB97M-V functional and the def2-TZVPD basis.

Calculated values
HOMO (spin up / spin down), eV: -4.537 / -4.557
Total charge: -1
Gap between HOMO and LUMO (spin up / spin down), eV: 4.82 / 4.50
Molecular weight, g mol⁻¹: 737.1
Largest force on an atom, eV/Å: 0.8
Energy above the lowest of the compared OMol25 structures with the same formula, charge and spin, kcal/mol: 24.0
E_tot, Eh: -5940.596370
2S+1: 1

Cartesian coordinates (Å):
Sc: 0.721 -0.586 -0.393
C: -2.638 1.708 1.374
O: -1.272 1.387 1.350
C: -0.394 2.433 1.691
C: 0.900 1.775 2.091
O: 1.516 1.119 0.975
C: 2.824 1.666 0.664
H: -2.903 2.240 2.296
H: -3.189 0.769 1.334
H: -2.922 2.334 0.517
H: -0.793 3.018 2.530
H: -0.211 3.113 0.847
H: 0.710 1.023 2.862
H: 1.589 2.525 2.478
H: 3.319 1.914 1.603
H: 2.717 2.549 0.029
H: 3.395 0.889 0.167
O: -1.685 -3.569 0.153
S: -1.521 -2.594 1.196
O: -2.698 -2.228 1.939
O: -0.809 -1.364 0.729
C: -0.344 -3.271 2.377
C: -0.898 -3.695 3.576
C: -0.113 -4.268 4.567
C: 1.245 -4.428 4.359
C: 1.808 -4.012 3.161
C: 1.030 -3.431 2.169
S: 1.970 -2.870 0.746
O: 1.096 -2.910 -0.436
O: 3.158 -3.664 0.695
O: 2.189 -1.419 0.994
H: -1.960 -3.559 3.724
H: -0.570 -4.586 5.495
H: 1.873 -4.874 5.120
H: 2.865 -4.144 2.980
S: -0.274 -1.902 -3.080
S: -0.023 -3.801 -3.132
S: 2.058 -4.141 -3.282
S: 2.899 -2.436 -3.366
C: -3.348 3.437 -3.597
C: -2.456 2.519 -2.812
C: -2.861 1.231 -2.467
C: -2.007 0.417 -1.753
N: -0.782 0.806 -1.376
C: -0.395 2.049 -1.690
C: -1.199 2.927 -2.394
H: -4.225 2.915 -3.978
H: -2.806 3.869 -4.438
H: -3.686 4.265 -2.971
H: -3.834 0.855 -2.756
H: -2.307 -0.582 -1.458
H: 0.585 2.400 -1.383
H: -0.781 3.906 -2.598
Cl: 1.688 4.462 -1.245
C: 2.892 1.826 -3.525
Cl: 1.835 2.378 -4.769
Cl: 4.526 2.367 -3.537
C: 2.460 0.970 -2.608
N: 2.036 0.274 -1.742